w.
Molecular formula: C4H21NO7
Method: DFT, the ωB97M-V functional and the def2-TZVPD basis

Geometry (Å):
C  1.2115  1.4610  0.3238
C  0.5746  0.6017  -0.7344
O  1.2407  0.3034  -1.7368
N  -0.6579  0.0860  -0.5847
C  -1.6161  0.5134  0.4520
C  -1.2615  -0.9369  -1.4307
H  1.4503  2.4524  -0.0387
H  0.6220  1.4682  1.2324
H  2.1424  0.9435  0.5615
H  -2.4456  -0.1732  0.6134
H  -2.1908  1.3709  0.1009
H  -1.1123  0.6110  1.4073
H  -2.0508  -1.4499  -0.9008
H  -1.7574  -0.5157  -2.3031
H  -0.6453  -1.7499  -1.7902
O  -1.7528  1.6415  -2.7792
H  -0.8713  1.4374  -2.4508
H  -1.6898  1.8743  -3.7083
O  1.5301  -2.4746  -1.0484
H  1.2062  -3.1473  -1.6533
H  1.6170  -1.6338  -1.5367
O  2.7826  -2.1872  1.5772
H  3.4954  -1.5749  1.7510
H  2.3486  -2.0691  0.7241
O  -0.2022  0.6487  3.4484
H  0.5642  0.1226  3.7031
H  -0.0311  1.5348  3.7904
O  -0.8147  -2.9145  0.5855
H  -0.2036  -2.4460  -0.0125
H  -1.0047  -2.1471  1.1446
O  -1.0916  3.3251  1.2332
H  -0.7400  4.1583  1.5715
H  -1.4057  3.5861  0.3583

Its spin multiplicity is 1. The lowest unoccupied orbital energy comes out at 0.21 eV. Its SMILES is CC(=O)N(C)C.O.O.O.O.O.O. The frontier orbital gap comes out at 9.750 eV. The highest occupied orbital energy is -9.54 eV.

x.
Molecular formula: C4H21NO7
Method: DFT, the ωB97M-V functional and the def2-TZVPD basis

Geometry (Å):
C  -0.3985  -0.4035  2.0660
C  -0.3844  -0.8562  0.6391
O  -1.3724  -1.3417  0.0901
N  0.7499  -0.7331  -0.1066
C  1.8871  0.0511  0.3462
C  0.8572  -1.2212  -1.4520
H  0.2210  -1.0002  2.7379
H  -0.0572  0.6183  2.1955
H  -1.3820  -0.5727  2.4786
H  2.3315  0.6057  -0.4823
H  2.6862  -0.6206  0.6898
H  1.6566  0.7798  1.1145
H  1.2150  -0.5488  -2.2299
H  1.5289  -2.0936  -1.4461
H  -0.0995  -1.6371  -1.7625
O  1.7135  -3.7664  1.7443
H  2.1587  -3.3275  1.0296
H  0.7896  -3.6355  1.6079
O  -2.8800  -0.2628  -1.8843
H  -2.3932  -0.7668  -1.2024
H  -2.4633  0.6044  -1.8658
O  -4.1443  1.9610  -0.5383
H  -3.8925  1.2701  -1.1706
H  -3.5757  2.7273  -0.6253
O  0.2643  2.9771  -0.5164
H  1.0142  3.3047  -1.0217
H  -0.5006  3.2248  -1.0382
O  -0.1894  1.3884  -3.4071
H  -0.9286  1.7855  -3.8544
H  -0.2602  0.4382  -3.3128
O  1.9754  0.4622  3.9279
H  1.2935  -0.1720  3.9789
H  2.5793  0.7612  3.2703

Its spin multiplicity is 1. The lowest unoccupied orbital energy comes out at 0.05 eV. Its SMILES is CC(=O)N(C)C.O.O.O.O.O.O. The frontier orbital gap comes out at 9.926 eV. The highest occupied orbital energy is -9.87 eV.

Top of the stability list: w, leading by 12.2 kcal/mol.

w.
Molecular formula: C2H10N6
Method: DFT, the ωB97M-V functional and the def2-TZVPD basis

Geometry (Å):
N  -1.8146  1.3013  -0.2261
N  -0.6446  0.6059  -0.0227
C  0.5453  1.1561  0.3793
N  1.6113  0.5082  0.3723
C  2.8094  -0.0528  0.5109
N  3.5021  -0.5685  -0.4695
N  -0.8574  -0.8934  -0.3221
N  -2.0591  -1.3809  0.2613
H  -2.1633  1.6020  0.6993
H  -1.5894  2.0577  -0.8316
H  0.3976  2.1969  0.4544
H  3.1478  -0.1848  1.4838
H  4.3443  -1.0320  -0.1922
H  3.2835  -0.4939  -1.4575
H  -0.8487  -0.9584  -1.4809
H  -2.0212  -1.2010  1.3316
H  -2.2679  -2.3427  0.1668
H  -2.9117  -0.8791  -0.0561

Its spin multiplicity is 1. The lowest unoccupied orbital energy comes out at -7.30 eV. Its charge is +2. Its SMILES is NN(/C=N/C=[NH2+])N[NH3+]. The frontier orbital gap comes out at 10.932 eV. The highest occupied orbital energy is -18.23 eV.

x.
Molecular formula: C2H10N6
Method: DFT, the ωB97M-V functional and the def2-TZVPD basis

Geometry (Å):
N  2.3070  0.1625  -0.3357
N  0.9369  0.0665  -0.0943
C  0.0540  0.9410  -0.6287
N  -1.1987  0.9996  -0.8065
C  -2.4416  0.9612  -0.6181
N  -3.2132  1.7744  0.1541
N  0.5535  -0.7029  0.9837
N  0.8456  -2.1349  0.6502
H  2.6549  1.0276  0.0292
H  2.6242  -0.0817  -1.2477
H  0.8152  1.6242  -1.2342
H  -3.0728  0.3921  -1.3454
H  -4.2422  1.6897  0.0782
H  -2.8535  2.1221  1.0399
H  0.9266  -0.3530  1.8882
H  0.1520  -2.8532  0.6949
H  1.5949  -2.6209  1.2553
H  1.4076  -2.1732  -0.2706

Its spin multiplicity is 1. The lowest unoccupied orbital energy comes out at -7.44 eV. Its charge is +2. Its SMILES is NN(/C=N\C=[NH2+])N[NH3+]. The frontier orbital gap comes out at 10.983 eV. The highest occupied orbital energy is -18.43 eV.

Top of the stability list: w, leading by 2.9 kcal/mol.

w.
Molecular formula: F6KN3O12S6
Method: DFT, the ωB97M-V functional and the def2-TZVPD basis

Geometry (Å):
K  0.0731  -0.9790  0.9028
N  -1.5397  1.1884  -0.0840
S  -1.3318  1.5484  -1.5594
O  -0.1161  2.2309  -1.9665
O  -2.5466  1.8717  -2.2551
F  -0.8431  0.0094  -1.9634
S  -1.3662  2.7595  0.4931
O  -2.5313  3.5624  0.4155
O  -0.0349  3.3383  0.5243
F  -1.4883  2.4286  2.0429
N  4.1699  2.0214  -1.0565
S  3.5278  0.5037  -0.7225
O  4.0590  -0.6263  -1.4627
O  2.2968  0.3847  0.0393
F  4.5335  0.4322  0.4943
S  3.9537  1.9549  -2.5723
O  2.6097  1.6263  -3.0869
O  5.0767  1.4445  -3.3722
F  4.0271  3.5653  -2.8798
N  -2.1565  -2.3391  1.6454
S  -2.0920  -3.2544  3.1173
O  -1.3776  -4.4819  3.0806
O  -3.2521  -3.1371  3.9924
F  -1.0798  -2.3133  3.9632
S  -2.9043  -3.3623  0.9224
O  -4.2833  -3.4590  1.3865
O  -2.2176  -4.4881  0.3392
F  -3.1664  -2.4302  -0.3780

Its spin multiplicity is 1. The lowest unoccupied orbital energy comes out at 3.88 eV. Its charge is -2. The frontier orbital gap comes out at 8.916 eV. The highest occupied orbital energy is -5.04 eV.

x.
Molecular formula: F6KN3O12S6
Method: DFT, the ωB97M-V functional and the def2-TZVPD basis

Geometry (Å):
K  -0.2797  -0.2192  0.1064
N  1.8333  -1.9121  0.2608
S  2.0972  -2.8808  1.3398
O  3.5052  -3.0329  1.7577
O  1.2894  -4.0469  1.6151
F  1.5377  -1.9356  2.5081
S  2.5895  -2.8577  -0.9448
O  2.5005  -4.2939  -0.9289
O  3.8562  -2.3288  -1.3344
F  1.6178  -2.2973  -2.1694
N  -1.8088  0.1978  2.0951
S  -1.4102  1.6895  2.8375
O  -2.2187  2.2499  3.9114
O  -0.7834  2.6684  1.9285
F  -0.0978  1.0835  3.5665
S  -3.3064  0.4549  1.7877
O  -3.5683  1.5391  0.8866
O  -4.3146  0.1496  2.8137
F  -3.4866  -0.8393  0.8206
N  0.2850  1.9786  -1.5063
S  -1.1102  2.0521  -2.4642
O  -1.8505  0.8205  -2.7313
O  -1.1322  3.0585  -3.5269
F  -1.9309  2.7983  -1.2517
S  1.1369  1.6015  -2.7229
O  1.5692  2.6511  -3.6012
O  1.0141  0.2124  -3.2139
F  2.4666  1.4387  -1.8396

Its spin multiplicity is 1. The lowest unoccupied orbital energy comes out at 4.49 eV. Its charge is -2. The frontier orbital gap comes out at 9.781 eV. The highest occupied orbital energy is -5.29 eV.

Top of the stability list: x, leading by 14.4 kcal/mol.

w.
Molecular formula: C4H9N4
Method: DFT, the ωB97M-V functional and the def2-TZVPD basis

Geometry (Å):
C  0.0656  -1.0866  -0.5640
C  -1.8518  0.6606  1.0389
C  -0.3574  -0.2585  2.6593
C  1.6748  1.0064  -2.8011
N  -0.5494  -1.1981  0.5614
N  0.4999  0.0540  -1.0770
N  -0.9398  -0.1857  1.3367
N  1.1884  -0.0166  -2.1948
H  0.2658  -2.0383  -1.0651
H  -2.2100  1.3547  1.7783
H  -0.5895  -1.2301  3.0969
H  0.7277  -0.1817  2.5761
H  -0.7347  0.5349  3.2988
H  -2.2778  0.6744  0.0492
H  2.2298  0.8854  -3.7136
H  1.5151  1.9855  -2.3778
H  1.3434  -0.9604  -2.6022

Its spin multiplicity is 1. The lowest unoccupied orbital energy comes out at -3.98 eV. Its charge is +1. The frontier orbital gap comes out at 8.708 eV. The highest occupied orbital energy is -12.69 eV.

x.
Molecular formula: C4H9N4
Method: DFT, the ωB97M-V functional and the def2-TZVPD basis

Geometry (Å):
C  2.6608  -0.6419  0.3130
C  2.6690  0.7849  -0.0350
C  -1.3213  1.3850  0.3730
C  -0.6961  0.0730  0.2999
N  1.4586  -1.0638  0.3890
N  1.3750  1.1483  -0.1090
N  0.6799  0.0538  0.1937
N  -1.2941  -1.0533  0.6218
H  3.3997  -1.3793  0.5336
H  3.4616  1.4498  -0.3109
H  -1.3851  2.0753  -0.4458
H  -0.7686  2.1212  0.9126
H  -2.3382  1.1463  0.5070
H  -2.4523  -1.5221  -1.5791
H  -0.5736  -1.7355  0.6413
H  -2.7043  -1.6000  -2.4419
H  -2.1710  -1.2418  0.1369

Its spin multiplicity is 1. The lowest unoccupied orbital energy comes out at -5.45 eV. Its charge is +1. The frontier orbital gap comes out at 9.649 eV. The highest occupied orbital energy is -15.10 eV.

Top of the stability list: x, leading by 1.3 kcal/mol.

w.
Molecular formula: C2H5NOS
Method: DFT, the ωB97M-V functional and the def2-TZVPD basis

Geometry (Å):
C  0.1033  -1.4585  0.0650
C  0.5751  1.0268  -0.6205
N  -1.0993  -1.6056  0.1046
O  -0.6104  2.5699  1.0991
S  -0.7645  1.9883  -0.2020
H  0.6446  -1.2059  -0.8647
H  0.8372  -1.4639  0.9244
H  1.3746  1.2012  0.0757
H  0.6198  0.5877  -1.5257
H  -1.6804  -1.6400  0.9442

Its spin multiplicity is 1. The lowest unoccupied orbital energy comes out at -0.53 eV. The frontier orbital gap comes out at 8.891 eV. The highest occupied orbital energy is -9.42 eV.

x.
Molecular formula: C2H5NOS
Method: DFT, the ωB97M-V functional and the def2-TZVPD basis

Geometry (Å):
C  0.5419  1.6795  -0.6049
C  -0.1134  -0.4031  -0.1805
H  -0.1733  2.7874  -1.1228
H  0.2369  1.6818  0.7375
H  1.9695  1.8225  -1.0532
H  -0.4291  -1.3563  -1.7367
H  -0.4894  -2.4636  -0.3801
N  -0.6393  -1.4142  -0.7703
O  0.0109  0.6389  -1.0876
S  0.0439  -0.3339  1.3976

Its spin multiplicity is 1. The lowest unoccupied orbital energy comes out at 0.62 eV. The frontier orbital gap comes out at 9.379 eV. The highest occupied orbital energy is -8.76 eV.

y.
Molecular formula: C2H5NOS
Method: DFT, the ωB97M-V functional and the def2-TZVPD basis

Geometry (Å):
C  1.0436  0.7428  -0.1778
N  -0.0469  -0.2184  -0.2697
S  0.3446  -1.9120  -0.2086
C  -1.3834  0.0856  -0.1262
O  -2.2745  -0.7703  -0.2210
H  1.2514  0.9586  0.8757
H  1.8725  0.3416  -0.7057
H  0.6253  1.7184  -0.5286
H  0.1710  -2.0456  1.0812
H  -1.6038  1.0994  0.2808

Its spin multiplicity is 1. The lowest unoccupied orbital energy comes out at 0.68 eV. Its SMILES is CN(S)C=O. The frontier orbital gap comes out at 10.104 eV. The highest occupied orbital energy is -9.43 eV.

Top of the stability list: y, leading by 58.0 kcal/mol.

w.
Molecular formula: C2H5NOS
Method: DFT, the ωB97M-V functional and the def2-TZVPD basis

Geometry (Å):
N  0.4593  1.3878  0.1338
C  0.8291  0.0639  0.1347
S  2.4264  -0.3490  -0.0609
C  -0.2785  -0.8856  0.1653
O  -1.4852  -0.1795  -0.1149
H  -0.4881  1.5442  -0.1398
H  1.1543  2.0432  -0.2468
H  -0.0611  -1.6740  -0.5464
H  -0.3855  -1.2767  1.2369
H  -2.1706  -0.6743  -0.5617

Its spin multiplicity is 1. The lowest unoccupied orbital energy comes out at 0.54 eV. Its SMILES is NC(=S)CO. The frontier orbital gap comes out at 8.989 eV. The highest occupied orbital energy is -8.45 eV.

x.
Molecular formula: C2H5NOS
Method: DFT, the ωB97M-V functional and the def2-TZVPD basis

Geometry (Å):
C  -1.8013  1.2682  0.3877
C  -2.5401  0.3224  0.4993
N  1.6041  -1.3808  -0.5251
O  1.3693  1.2293  -0.3141
S  1.6569  0.0803  0.5196
H  -1.5749  2.2841  0.2859
H  2.5757  -1.7408  -0.8489
H  -2.6144  -0.7288  0.4080
H  1.0493  -1.0594  -1.3443
H  0.2754  -0.2745  0.9319

Its spin multiplicity is 1. The lowest unoccupied orbital energy comes out at 0.65 eV. The frontier orbital gap comes out at 10.163 eV. The highest occupied orbital energy is -9.51 eV.

Top of the stability list: w, leading by 89.2 kcal/mol.

w.
Molecular formula: C2H4N2S
Method: DFT, the ωB97M-V functional and the def2-TZVPD basis

Geometry (Å):
H  1.8983  1.3989  -0.4309
N  1.1581  1.7239  0.4025
C  0.3205  0.7896  0.4882
N  -0.1153  -0.0157  -0.5203
C  -0.7631  -1.1552  -0.1303
S  -1.6802  -1.4620  1.1957
H  -0.3967  0.8342  1.2819
H  0.5019  -0.3454  -1.2446
H  -0.9237  -1.7683  -1.0423

Its spin multiplicity is 1. The lowest unoccupied orbital energy comes out at -0.27 eV. Its SMILES is [H]/N=C\NC=S. The frontier orbital gap comes out at 8.721 eV. The highest occupied orbital energy is -8.99 eV.

x.
Molecular formula: C2H4N2S
Method: DFT, the ωB97M-V functional and the def2-TZVPD basis

Geometry (Å):
C  -2.0193  -0.2063  -0.0885
C  1.0105  -0.7506  -0.2265
N  -3.0758  -0.5949  0.0197
N  0.0528  0.2392  0.3632
S  0.4230  1.8007  -0.0797
H  0.9401  -0.7337  -1.3407
H  1.9929  -0.2558  0.0586
H  0.9288  -1.6411  0.2344
H  -0.2530  2.1424  1.0594

Its spin multiplicity is 1. The lowest unoccupied orbital energy (alpha / beta) comes out at -1.88 / -1.86 eV. The frontier orbital gap (alpha / beta) comes out at 7.860 / 7.904 eV. The highest occupied orbital energy (alpha / beta) is -9.74 / -9.76 eV.

Top of the stability list: w, leading by 80.4 kcal/mol.

w.
Molecular formula: C2H4N2S
Method: DFT, the ωB97M-V functional and the def2-TZVPD basis

Geometry (Å):
C  -2.9689  0.6979  0.0509
C  1.0358  0.1033  -0.1658
N  -2.6090  -0.3732  0.0701
N  0.2833  -0.9791  0.0443
S  2.7052  -0.0795  0.0471
H  -3.2226  1.7287  -0.0362
H  -0.7228  -0.9637  0.1741
H  0.7617  -1.8574  0.0404
H  3.0917  1.1254  -0.6805

Its spin multiplicity is 1. The lowest unoccupied orbital energy comes out at 1.01 eV. The frontier orbital gap comes out at 8.763 eV. The highest occupied orbital energy is -7.75 eV.

x.
Molecular formula: C2H4N2S
Method: DFT, the ωB97M-V functional and the def2-TZVPD basis

Geometry (Å):
C  -1.6511  -0.4639  0.1651
C  0.8215  -0.6390  -0.1062
N  -2.7036  -0.8946  0.2143
N  0.0406  0.4169  0.3738
S  -0.0503  1.9103  -0.4231
H  0.5713  -0.8275  -1.1654
H  1.8488  -0.5161  -0.0741
H  0.7980  -1.6058  0.3597
H  0.3249  2.6197  0.6559

Its spin multiplicity is 1. The lowest unoccupied orbital energy comes out at -0.89 eV. The frontier orbital gap comes out at 9.449 eV. The highest occupied orbital energy is -10.34 eV.

Top of the stability list: w, leading by 35.8 kcal/mol.